[1]
DFT (ωB97M-V with the def2-TZVPD basis set) results for a structure of composition C26H25ClN2O5W.

Results
M (g mol⁻¹): 664.788
Charge: +2
Highest occupied orbital energy (eV): -15.1
Lowest unoccupied orbital energy (eV): -8.41

Each line ends with the Löwdin charge.
Geometry (Å):
W -0.55783 -0.27082 0.10537  1.84
O -0.81499 1.50136 -1.41479  -0.15
C 0.12498 2.56985 -1.65720  -0.13
C 0.73223 2.93123 -0.33201  -0.12
N 1.26953 1.72724 0.32733  -0.19
C 2.43513 1.17658 -0.34575  -0.06
C 2.02719 0.18429 -1.42373  -0.49
O 2.52421 -0.00218 -2.47493  0.21
O 0.94079 -0.58932 -0.99803  -0.27
C 1.34568 1.93296 1.76645  -0.09
C 0.04137 1.52279 2.43410  -0.54
O -0.20710 1.65121 3.58473  0.18
O -0.87083 0.95007 1.57261  -0.24
H -1.69725 1.85149 -1.25323  0.12
H -0.38883 3.41314 -2.11630  0.15
H 0.84336 2.19120 -2.38354  0.13
H -0.04416 3.34314 0.31540  0.14
H 1.51264 3.69144 -0.44337  0.16
H 3.05761 0.62852 0.36493  0.14
H 3.06060 1.93774 -0.82018  0.16
H 1.53626 2.97710 2.02959  0.16
H 2.14148 1.33988 2.21354  0.12
Cl 1.39160 -1.31569 2.14460  0.86
C -0.22817 -1.67117 2.72568  -0.56
C -0.54791 -1.45153 4.04881  -0.05
C -1.87389 -1.62905 4.41508  0.00
C -2.84068 -1.99711 3.47787  -0.02
C -2.49182 -2.20275 2.16173  -0.01
C -1.15059 -2.05782 1.75073  -0.38
C -0.68591 -2.33912 0.36034  -0.22
H 0.19842 -1.12603 4.75796  0.13
H -2.16254 -1.46734 5.44450  0.13
H -3.86457 -2.13286 3.79662  0.12
H -3.23036 -2.50987 1.43252  0.12
H -1.45010 -2.79185 -0.26180  0.09
H 0.27069 -2.85020 0.28988  0.08
N -2.21815 -0.38719 -0.50215  -0.10
C -3.22736 -0.67110 -1.32599  -0.17
C -2.96893 -0.77160 -2.74613  -0.16
C -1.72056 -1.20426 -3.22737  0.00
C -1.49610 -1.28103 -4.58584  -0.03
C -2.49270 -0.89132 -5.47587  -0.01
C -3.72139 -0.43350 -5.01622  -0.03
C -3.97152 -0.38702 -3.65889  0.00
C -4.52000 -0.88253 -0.72383  -0.17
C -4.82842 -0.28986 0.51413  -0.02
C -6.06279 -0.50084 1.08635  -0.04
C -6.98869 -1.32902 0.45298  -0.01
C -6.68644 -1.94707 -0.75484  -0.03
C -5.46087 -1.72132 -1.35010  0.00
H -0.94715 -1.52519 -2.54385  0.09
H -0.54850 -1.64458 -4.95813  0.13
H -2.30533 -0.94295 -6.54012  0.13
H -4.47981 -0.11110 -5.71529  0.12
H -4.91582 -0.00985 -3.29111  0.13
H -4.10565 0.35607 0.99738  0.12
H -6.31884 -0.02166 2.02074  0.12
H -7.95438 -1.49793 0.91026  0.13
H -7.40440 -2.60547 -1.22273  0.13
H -5.20516 -2.22285 -2.27425  0.13

Forces on atoms 1 to 3 (eV/Å):
-0.21 1.56 0.49
0.09 -0.23 -0.05
0.04 -0.01 -0.12


[2]
DFT (ωB97M-V with the def2-TZVPD basis set) results for a structure of composition C26H25CrN4OSSi.

Results
M (g mol⁻¹): 521.662
Charge: -1
Multiplicity: 5
Highest occupied orbital energy (spin up / spin down) (eV): -4.7 / -4.7
Lowest unoccupied orbital energy (spin up / spin down) (eV): 2.85 / 2.83

Each line ends with the Löwdin charge.
Geometry (Å):
Cr 0.55216 -1.37671 -1.20477  0.32
N 0.44332 -3.11716 -5.28434  0.03
C 0.25618 -2.64169 -3.99932  -0.89
S 1.66395 -1.97765 -3.21995  0.55
N -0.95928 -2.71050 -3.55052  -0.03
N -1.10137 -2.16198 -2.27228  -0.12
C -2.31387 -2.16336 -1.83969  -0.09
C -2.77409 -1.69152 -0.54904  -0.16
C -4.16171 -1.70438 -0.33479  -0.07
C -4.72006 -1.26912 0.84281  -0.12
C -3.86247 -0.81129 1.85327  -0.10
C -2.50223 -0.79738 1.68070  -0.01
C -1.90437 -1.22976 0.46950  -0.36
O -0.61023 -1.19371 0.36589  -0.23
H 1.38645 -3.38390 -5.50717  0.06
H -0.28083 -3.73919 -5.60669  0.08
H -3.07136 -2.56001 -2.51793  0.12
H -4.80050 -2.05947 -1.13645  0.10
H -5.79235 -1.26677 0.98228  0.09
H -4.28093 -0.44847 2.78537  0.10
H -1.83372 -0.42594 2.44725  0.11
C 0.90887 2.34968 3.62461  -0.12
C 0.85602 0.96431 3.52768  -0.11
C 1.29537 0.33090 2.37551  -0.12
C 1.82272 1.04800 1.29660  -0.34
C 1.86885 2.43817 1.42204  -0.14
C 1.41332 3.08654 2.56518  -0.12
Si 2.35300 0.16015 -0.30554  0.62
C 4.05835 -0.59795 0.08571  -0.34
C 5.26018 0.05072 -0.20584  -0.12
C 6.48916 -0.50924 0.11797  -0.11
C 6.54681 -1.73928 0.75632  -0.12
C 5.36769 -2.40706 1.05552  -0.11
C 4.14671 -1.84283 0.71354  -0.12
H 0.55299 2.84911 4.51780  0.09
H 0.45430 0.37750 4.34522  0.09
H 1.19504 -0.74534 2.29758  0.09
H 2.26312 3.03026 0.60365  0.09
H 1.45291 4.16786 2.62512  0.09
H 2.72828 1.34131 -1.15761  -0.04
H 5.23348 1.01604 -0.69780  0.09
H 7.40347 0.01866 -0.12619  0.09
H 7.50369 -2.17738 1.01382  0.09
H 5.39725 -3.37229 1.54662  0.09
H 3.23613 -2.39186 0.93278  0.09
N -1.10436 1.42459 -1.86511  0.12
C -2.12813 1.91795 -1.06944  -0.33
C -1.84014 2.45894 0.18651  -0.03
C -2.85147 2.99671 0.96130  -0.10
C -4.16806 3.00504 0.51780  -0.13
C -4.45432 2.45996 -0.72642  -0.11
C -3.45023 1.92590 -1.51617  -0.05
H -0.25306 1.21324 -1.35906  0.04
H -1.34999 0.69900 -2.52122  0.08
H -0.82296 2.43027 0.56132  0.10
H -2.60472 3.39709 1.93740  0.10
H -4.95670 3.41406 1.13471  0.09
H -5.47485 2.44106 -1.09004  0.09
H -3.68141 1.50018 -2.48598  0.11

Forces on atoms 1 to 3 (eV/Å):
-0.23 -0.11 -0.07
0.00 0.02 0.06
-0.09 -0.04 -0.22


[3]
DFT (ωB97M-V with the def2-TZVPD basis set) results for a structure of composition C26H25F4IrN3O5.

Results
M (g mol⁻¹): 727.711
Charge: +2
Multiplicity: 6
Highest occupied orbital energy (spin up / spin down) (eV): -12.2 / -14.1
Lowest unoccupied orbital energy (spin up / spin down) (eV): -5.44 / -7.36

Each line ends with the Löwdin charge.
Geometry (Å):
Ir 3.12342 0.56300 -2.19482  1.74
F 0.25206 -1.29668 3.82442  0.09
C -0.41389 -0.93823 2.71393  -0.18
C 0.30187 -0.73287 1.57201  0.11
C -0.34259 -0.30586 0.40481  -0.05
C 0.42964 -0.06637 -0.80232  -0.27
O 1.67483 -0.29560 -0.77598  -0.12
C -0.29939 0.37798 -1.93308  -0.02
C -1.66394 0.52005 -1.83807  0.07
N -2.36982 0.32909 -0.72309  0.03
C -3.81285 0.50838 -0.74349  -0.25
C -4.40920 1.66406 0.00684  -0.08
C -4.38806 1.66815 -1.49195  -0.07
C -1.72716 -0.10170 0.43460  -0.10
C -2.44671 -0.35294 1.60723  0.07
C -1.81024 -0.76439 2.77023  -0.12
N -2.57440 -0.99672 3.93028  -0.09
C -2.03631 -1.76652 5.05186  -0.12
C -3.18060 -2.06853 6.03042  -0.07
N -4.47840 -2.04088 5.27728  0.06
C -4.80377 -0.63992 4.81855  -0.06
C -3.49630 0.03442 4.38892  -0.12
C 0.27279 0.68082 -3.28203  -0.52
O -0.40588 0.71393 -4.26768  0.15
O 1.58104 0.97280 -3.31757  -0.18
H 1.37415 -0.87049 1.57703  0.15
H -2.21951 0.81185 -2.71898  0.16
H -4.35099 -0.43095 -0.76539  0.16
H -3.72117 2.33517 0.50385  0.12
H -5.35143 1.50510 0.51257  0.11
H -3.70859 2.36020 -1.96926  0.12
H -5.30834 1.49490 -2.02935  0.12
H -3.52056 -0.24055 1.60459  0.12
H -1.25573 -1.23968 5.60507  0.14
H -1.61091 -2.69403 4.67310  0.14
H -3.26848 -1.32003 6.81549  0.14
H -3.06629 -3.04510 6.49416  0.14
H -5.23839 -2.41393 5.84691  0.19
H -4.38886 -2.64015 4.45498  0.19
H -5.28176 -0.12442 5.64910  0.14
H -5.51335 -0.73299 3.99908  0.14
H -3.06112 0.59774 5.22219  0.14
H -3.70224 0.74941 3.59781  0.13
F 6.44015 3.88624 -1.20704  0.20
C 5.48744 3.43023 -0.41043  -0.57
F 6.04574 2.84281 0.65187  0.18
F 4.73345 4.44268 0.00351  0.19
C 4.61785 2.38743 -1.13619  -0.52
O 3.50913 2.06023 -0.62943  -0.04
O 5.01619 1.83988 -2.18684  -0.02
C 4.14143 -1.47187 -2.51169  -0.10
C 4.40100 -0.99636 -3.82543  -0.36
C 3.46121 -1.22614 -4.88850  -0.04
C 3.73418 -0.80522 -6.15862  -0.04
C 4.93891 -0.14026 -6.43758  -0.01
C 5.87858 0.08980 -5.42419  -0.03
C 5.62581 -0.31878 -4.14376  -0.04
H 4.95543 -1.47709 -1.79252  0.08
H 3.37047 -2.21741 -2.36272  0.07
H 2.53916 -1.74821 -4.66395  0.12
H 3.02550 -0.98777 -6.95445  0.12
H 5.14460 0.19351 -7.44535  0.12
H 6.80835 0.59005 -5.65710  0.12
H 6.34285 -0.14126 -3.35391  0.12

Forces on atoms 1 to 3 (eV/Å):
-0.04 0.03 -0.03
0.00 0.00 0.01
0.06 0.00 -0.03


[4]
DFT (ωB97M-V with the def2-TZVPD basis set) results for a structure of composition C26H25FeN2O3S5.

Results
M (g mol⁻¹): 629.677
Charge: -1
Highest occupied orbital energy (eV): -4.1
Lowest unoccupied orbital energy (eV): 2.36

Each line ends with the Löwdin charge.
Geometry (Å):
Fe 0.12523 0.94529 -0.55336  -0.29
S 2.45184 0.89832 -0.84831  0.63
C 2.56333 -0.79643 -1.27110  -0.71
C 3.66275 -1.28376 -1.99999  -0.12
C 3.78015 -2.61682 -2.34016  -0.10
C 2.80930 -3.54132 -1.95765  -0.11
C 1.72996 -3.10075 -1.21375  -0.12
C 1.60325 -1.75391 -0.89389  -0.53
S 0.31464 -1.17504 0.17719  1.01
C -1.25193 -1.72300 -0.58051  -0.35
C -2.27480 -0.63563 -0.36399  -0.30
C -3.62464 -0.90726 -0.20995  -0.02
C -4.50986 0.15130 -0.07935  -0.06
C -4.02842 1.44847 -0.09022  -0.01
C -2.66130 1.65395 -0.22008  -0.27
C -2.04466 3.02335 -0.19234  -0.33
S -0.48555 3.09284 -1.12338  1.02
C -1.13871 2.90096 -2.77008  -0.50
C -1.78278 3.99136 -3.35161  -0.12
C -2.31302 3.90335 -4.62451  -0.12
C -2.16764 2.70524 -5.32553  -0.11
C -1.51105 1.63289 -4.76082  -0.13
C -0.97197 1.69285 -3.45949  -0.64
S -0.10898 0.33908 -2.80247  0.73
N -1.82294 0.62590 -0.35643  0.01
H 4.41694 -0.57170 -2.31086  0.10
H 4.63794 -2.94441 -2.91593  0.09
H 2.90281 -4.58594 -2.22487  0.09
H 0.98050 -3.80278 -0.86520  0.11
H -1.59539 -2.66498 -0.15399  0.08
H -1.07993 -1.83072 -1.65320  0.06
H -3.97017 -1.93205 -0.20448  0.11
H -5.57078 -0.03624 0.02822  0.10
H -4.69365 2.29609 0.00420  0.11
H -1.75727 3.29855 0.82536  0.06
H -2.73664 3.77088 -0.57969  0.09
H -1.85646 4.91675 -2.79047  0.10
H -2.81647 4.75129 -5.07037  0.09
H -2.56883 2.61473 -6.32846  0.09
H -1.39569 0.70958 -5.31497  0.09
C -0.48505 2.04860 3.88647  -0.14
S 0.47337 2.41591 2.43508  0.40
O 0.10946 3.76469 2.03605  -0.35
O 1.86175 2.23797 2.81655  -0.34
O -0.01466 1.39216 1.48172  -0.45
H -0.18318 2.73771 4.67219  0.06
H -0.28668 1.02004 4.18113  0.05
H -1.53966 2.17633 3.65017  0.06
N 2.95670 -0.47578 2.23310  0.14
C 2.52661 -1.60661 2.85132  -0.34
C 1.83380 -1.54740 4.07247  -0.04
C 1.39286 -2.70095 4.69465  -0.12
C 1.62053 -3.95451 4.13677  -0.14
C 2.31305 -4.02070 2.93203  -0.12
C 2.76216 -2.87738 2.29768  -0.06
H 3.24226 -0.51879 1.26848  0.04
H 2.60393 0.43114 2.51648  0.05
H 1.65102 -0.57600 4.51812  0.10
H 0.85781 -2.61943 5.63450  0.09
H 1.27061 -4.85332 4.62729  0.08
H 2.50555 -4.98391 2.47224  0.09
H 3.28868 -2.95007 1.35196  0.10

Forces on atoms 1 to 3 (eV/Å):
-0.08 -0.04 0.05
-0.01 -0.03 0.04
0.04 0.04 -0.02


Asked for energy above the lowest of the compared OMol25 structures with the same formula, charge and spin across the records above, the calculation gives 0.568, 0.000, 0.000, 0.000 eV in order.